Computed, not measured: a 9-piece molecular cluster, C33H92N10O9 overall at a distorted geometry, with ωB97M-V with the def2-TZVPD basis set.

Values from the calculation:
highest occupied orbital energy = -8.921 eV
SMILES = COC[C@H](C)N.COC[C@H](C)N.COC[C@H](C)N.COC[C@H](C)N.COC[C@H](C)N.COC[C@H](C)N.COC[C@H](C)N.COC[C@H](C)N.NC(N)=O
DFT total energy = -2536.98437 hartree
LUMO energy = 0.61 eV

```
! RIJCOSX wB97M-V def2-TZVPD def2/J DEFGRID3
* xyz 0 1
C -5.94088 -5.97405 -2.21142
O -5.27130 -4.94950 -3.04997
C -4.43445 -3.99906 -2.32988
C -3.87301 -2.91037 -3.27211
C -3.06553 -1.87218 -2.47347
N -5.00145 -2.17807 -3.79563
H -6.25041 -6.83494 -2.80401
H -6.90461 -5.52981 -1.96246
H -5.45336 -6.32063 -1.30021
H -5.08245 -3.63964 -1.53049
H -3.68005 -4.54944 -1.76769
H -3.25096 -3.34484 -4.05467
H -3.59401 -1.22360 -1.77479
H -2.47332 -1.23346 -3.12877
H -2.33290 -2.30523 -1.79243
H -5.79718 -2.79731 -3.85454
H -4.87829 -2.06386 -4.79156
C -1.08284 6.76141 -0.73618
O -1.43974 6.99020 -2.06504
C -0.93405 5.88314 -2.87293
C -0.86900 6.40722 -4.27482
C -0.44618 5.35588 -5.31710
N 0.12810 7.50494 -4.41210
H -0.09886 7.17807 -0.52105
H -1.26015 5.75529 -0.35620
H -1.71880 7.35604 -0.08038
H 0.03202 5.56408 -2.48176
H -1.61058 5.02880 -2.89600
H -1.82768 6.87766 -4.49323
H 0.59338 5.10596 -5.10505
H -0.53361 5.69520 -6.34924
H -1.09097 4.48472 -5.20124
H 0.01981 7.86482 -5.34957
H -0.29688 8.26610 -3.90206
C -5.73847 2.85439 -2.58574
O -6.90306 2.14544 -2.15068
C -7.36645 1.20310 -3.05902
C -8.15898 1.72777 -4.30307
C -9.46637 2.36731 -3.92291
N -8.44285 0.59389 -5.13414
H -5.72682 3.09497 -3.64879
H -4.91815 2.15799 -2.41194
H -5.60991 3.84823 -2.15696
H -6.53653 0.53280 -3.28266
H -8.12009 0.57012 -2.59056
H -7.55704 2.49338 -4.79256
H -9.98161 2.75950 -4.79973
H -9.43262 3.10854 -3.12445
H -10.20688 1.64029 -3.58950
H -7.49995 0.27184 -5.29946
H -8.78492 0.94528 -6.01710
C 2.84607 1.35207 0.73611
O 1.80062 0.92205 -0.09705
C 1.12347 1.92550 -0.74267
C -0.17763 1.28655 -1.37428
C -0.93152 2.28232 -2.17901
N -1.03179 1.03091 -0.24075
H 3.43083 0.51553 1.11868
H 2.38594 1.87597 1.57391
H 3.47909 2.07957 0.22805
H 1.03702 2.73545 -0.01837
H 1.70000 2.25667 -1.60641
H 0.14081 0.43081 -1.96960
H -0.54738 2.62598 -3.13945
H -1.06390 3.24198 -1.67937
H -1.93653 2.01038 -2.50168
H -1.60569 0.25636 -0.54207
H -0.49773 0.69592 0.54834
C 0.86035 1.77461 4.89432
O 1.04545 1.19931 6.12008
C 0.58426 -0.20783 6.12307
C 0.75446 -0.87032 7.50350
C 2.11390 -0.56635 8.14825
N 0.67722 -2.31070 7.42272
H -0.11169 2.26229 4.82076
H 1.06285 1.05119 4.10453
H 1.51284 2.61777 4.66753
H -0.45999 -0.10500 5.82801
H 1.08706 -0.74655 5.31990
H -0.00519 -0.52559 8.20506
H 2.04637 0.49298 8.39596
H 2.96408 -0.72490 7.48481
H 2.21268 -1.17566 9.04664
H 0.63541 -2.64877 8.37355
H -0.15235 -2.57168 6.90910
C -4.00004 -3.67015 1.80301
O -3.07931 -2.57960 1.76428
C -3.09884 -1.82795 2.95669
C -2.01950 -0.68523 2.87250
C -0.57221 -1.30162 2.79185
N -2.20563 0.31104 3.90187
H -5.02009 -3.46181 2.12579
H -3.62458 -4.35500 2.56334
H -4.27232 -4.24707 0.91920
H -4.03054 -1.28402 3.11218
H -2.98643 -2.46735 3.83227
H -2.16858 -0.12546 1.94918
H -0.27443 -1.60758 3.79475
H 0.17157 -0.58295 2.44773
H -0.60456 -2.06963 2.01905
H -3.16219 0.63441 3.87895
H -2.09081 0.02243 4.86293
C 6.97223 2.10970 -0.98925
O 7.40763 0.88527 -1.56867
C 6.89383 -0.25488 -0.87866
C 7.24899 -0.25178 0.60559
C 8.78503 -0.28373 0.73909
N 6.68649 -1.38230 1.29049
H 7.55430 2.40805 -0.11731
H 5.89810 2.10036 -0.80415
H 7.01208 2.87684 -1.76256
H 5.81236 -0.38740 -0.90985
H 7.41158 -1.09588 -1.33992
H 6.81751 0.63981 1.06056
H 9.26129 0.53664 0.20218
H 9.21284 -1.22308 0.38881
H 9.11006 -0.32924 1.77851
H 6.93874 -2.12529 0.65453
H 5.67954 -1.37451 1.21251
C 3.59716 -5.88481 -3.13882
O 3.73092 -4.90687 -2.14785
C 4.28163 -5.39056 -0.92219
C 4.69468 -4.14327 -0.07248
C 3.48558 -3.23231 0.36859
N 5.79472 -3.36244 -0.64460
H 4.63637 -6.13065 -3.35724
H 3.18048 -5.41506 -4.02977
H 2.96719 -6.75448 -2.95195
H 3.61613 -6.11886 -0.45874
H 5.20342 -5.93263 -1.13330
H 5.14875 -4.60452 0.80454
H 2.79870 -3.81481 0.98258
H 2.95780 -2.64241 -0.38079
H 3.68693 -2.42163 1.06885
H 5.45598 -3.21393 -1.58444
H 6.58267 -3.94001 -0.90083
N 5.92742 -0.15359 3.83234
C 4.62808 -0.14962 4.13864
N 4.27207 0.71203 5.09596
O 3.84479 -0.90995 3.64004
H 6.19415 -0.71394 3.03549
H 6.56893 0.36987 4.41074
H 3.28793 0.86129 5.26706
H 4.98439 1.20454 5.61571
*
```